1.
Here is an isolated molecule of C5H14N2O from the OMol25 dataset. Energies are from wB97M-V/def2-TZVPD.

```
22
Properties=species:S:1:pos:R:3:forces:R:3:mulliken_charge:R:1
H -1.1702 0.6030 2.5782 0.35 -0.18 -0.09 0.25
O 2.2281 -0.6849 -2.0266 -0.53 -0.35 0.83 -0.50
C 1.1015 0.0395 0.6531 -1.15 -0.14 -2.39 -0.81
C 0.6699 1.0374 1.7554 1.14 -1.12 -1.23 -0.61
H -1.1220 -1.4999 -0.5978 -0.81 0.01 0.08 0.27
H 0.9466 -1.9593 -1.0740 0.05 -0.20 -0.53 0.42
H 1.6530 1.3719 2.1056 -0.38 0.22 0.90 0.23
H 1.0057 -0.9787 1.0376 0.40 0.03 0.28 0.26
H 0.3474 -1.1082 -2.5685 -0.70 -0.27 0.19 0.36
H 2.0795 0.1530 0.1738 0.38 0.32 1.00 0.48
N -0.1851 0.4248 2.7337 -0.69 0.63 1.08 -0.55
C -2.2849 0.2433 -0.7232 0.58 0.12 0.99 -0.85
H -2.8744 -0.3386 -1.4252 -0.44 0.36 0.04 0.32
C 0.2113 -0.0534 -0.6474 0.21 0.51 1.02 0.25
H 2.1634 0.2272 -2.2816 0.35 0.76 -0.38 0.33
H -2.8186 0.5926 0.1741 -0.55 -0.60 -0.33 0.25
H -0.0527 -0.5470 2.9894 0.28 0.31 -0.47 0.24
H 0.1813 1.9211 1.3476 -0.11 -0.04 -0.08 0.33
H 0.1375 0.9063 -1.1825 -0.09 0.16 0.44 0.32
N -1.1315 -0.5415 -0.2691 0.98 0.09 -0.77 -0.31
H -1.9706 1.2056 -1.1254 0.19 -0.19 -0.67 0.31
C 0.8848 -1.0142 -1.6272 0.53 -0.43 0.09 -0.98
```
Forces are in eV/Å.

Computed properties:
- SMILES string = CN[C@H](CO)CCN
- spin multiplicity = 1
- gap between HOMO and LUMO (hartree) = 0.338


2.
Here is an isolated molecule of C5H14N2O from the OMol25 dataset. Energies are from wB97M-V/def2-TZVPD.

```
22
Properties=species:S:1:pos:R:3:forces:R:3:mulliken_charge:R:1
H 2.2110 1.1263 -1.7745 -0.20 0.12 0.13 0.29
O -1.3292 -1.6792 -0.2017 0.11 -0.06 0.11 -0.51
H -3.2261 0.5274 -1.2062 -0.06 0.38 0.20 0.26
C 2.5586 0.4322 -1.0069 -0.01 0.24 0.08 -1.19
H 1.1894 -1.1255 -1.5775 -0.71 0.22 0.12 0.41
H -1.1786 -1.9600 0.7103 0.03 0.03 -0.12 0.37
H -2.5617 0.1608 1.0828 -0.03 0.04 -0.08 0.25
C 0.4120 -0.2840 1.8094 -0.14 0.03 -0.31 -1.65
C 1.5081 -0.6075 -0.6732 -0.68 1.01 2.33 -0.54
H -2.7069 2.0775 -0.9240 0.02 -0.22 0.07 0.25
H 3.4783 0.0147 -1.4201 0.05 -0.17 0.21 0.39
H -0.3952 0.1045 2.4291 -0.01 0.06 0.08 0.40
H 2.7882 1.0059 -0.1021 0.22 0.01 -0.23 0.30
H 1.3552 0.1109 2.1812 0.04 -0.02 0.08 0.37
C -0.9385 -0.3669 -0.3480 -3.60 2.80 2.01 -0.52
N -3.0419 1.2278 -0.4800 -0.42 -0.08 -0.41 -0.69
H 1.9151 -1.3835 -0.0234 0.19 -0.02 -0.02 0.30
C 0.2211 0.1321 0.3671 4.26 -2.09 -2.84 0.47
N -2.0627 0.7656 0.4301 1.11 -2.18 -1.62 -0.25
H 0.3204 1.2063 0.2258 -0.08 -0.14 -0.02 0.34
H 0.4473 -1.3704 1.9109 0.04 -0.04 0.06 0.43
H -0.9639 -0.1150 -1.4087 -0.14 0.10 0.19 0.52
```
Forces are in eV/Å.

Computed properties:
- SMILES string = CC[C@H](C)[C@@H](O)NN
- spin multiplicity = 1
- gap between HOMO and LUMO (hartree) = 0.333


3.
Here is a cluster of 3 separate species, C5H14N2O in total from the OMol25 dataset. Energies are from wB97M-V/def2-TZVPD.

```
22
Properties=species:S:1:pos:R:3:forces:R:3:mulliken_spin:R:1
H -3.9852 -1.4659 -1.8669 -0.59 -0.83 0.17 0.00
H 3.3695 0.3252 0.4776 1.08 -0.14 0.61 0.00
H 1.5209 1.9247 -0.8560 1.37 0.03 0.35 0.00
H -0.4879 0.2033 2.1634 0.86 -0.08 0.18 0.00
O 2.3838 -2.3258 -0.2280 1.73 0.00 0.25 0.82
N -4.9504 -1.6924 -1.5807 -0.07 1.51 -0.68 0.00
H -1.4481 1.4684 0.1509 -1.97 1.43 1.61 0.00
H 3.1660 1.5972 1.7662 -0.35 -0.34 0.52 0.00
H -1.0189 0.0255 -0.5771 0.01 -0.14 0.01 0.01
C -0.6561 1.0258 -0.3152 2.46 -1.38 -1.88 0.00
C 3.1120 1.3532 0.7196 -0.98 -0.94 -0.78 0.00
H -0.4841 1.5338 -1.2798 0.01 -0.06 0.43 0.00
C 1.7601 1.3847 0.0839 -0.17 2.53 -1.54 0.00
C 0.5085 0.0106 1.6976 -2.58 -1.09 -1.08 0.02
H -5.2829 -2.5794 -1.9668 0.44 0.53 -0.07 0.00
H 0.4008 -1.0623 1.3316 0.18 1.21 0.69 -0.02
H 1.2999 0.0268 2.3912 0.92 0.26 0.84 0.00
C 0.6250 0.9129 0.4983 -1.74 -1.73 1.16 0.00
H 0.6727 -1.4433 -0.4330 0.33 -0.49 -0.16 0.09
N 1.2003 -2.3465 -0.3948 -1.90 0.38 -0.47 1.07
H 3.7714 2.0297 0.2457 0.76 0.53 -0.75 0.00
H -5.4772 -0.9061 -2.0278 0.23 -1.20 0.58 0.00
```
Forces are in eV/Å.

Computed properties:
- spin multiplicity = 3
- gap between HOMO and LUMO (spin up / spin down) (hartree) = 0.344 / 0.315


4.
Here is a cluster of 2 separate species, C5H14N2O in total from the OMol25 dataset. Energies are from wB97M-V/def2-TZVPD.

```
22
Properties=species:S:1:pos:R:3:forces:R:3:mulliken_charge:R:1
H 3.0869 -1.9104 -0.5247 0.16 -0.31 0.01 0.38
H -4.9885 1.6754 0.7713 0.21 0.06 0.63 0.28
C -0.0871 -0.8116 -0.7046 -0.23 2.51 -0.49 -0.34
C 1.1280 -1.3705 0.0306 0.69 -0.95 -0.35 -0.58
O 3.6234 0.6813 1.1102 0.30 0.57 0.19 -0.67
H -2.0725 0.9456 -1.5034 -0.66 -0.69 0.67 0.43
N -2.9802 1.3446 0.4185 -1.31 0.01 -0.42 -0.01
H 0.2152 -0.2709 -1.6836 -0.57 -1.33 1.20 0.36
H 2.3475 -1.0645 -1.7210 0.14 0.25 0.37 0.38
H 1.0830 -2.4641 0.0540 -0.28 0.26 0.28 0.32
H 4.5124 0.6471 1.4947 0.02 -0.58 -0.12 0.32
C -4.2292 1.1128 0.2485 -0.70 0.02 -0.75 -0.09
H -0.9220 -1.5267 -0.8449 1.20 -0.17 -0.45 0.32
H 1.2686 -0.9891 1.0565 -0.10 -0.15 -0.54 0.37
H -0.6093 0.4081 1.1670 -0.28 -0.32 -0.25 0.31
C -0.8552 0.2562 0.1079 -0.95 -0.32 -0.20 -0.39
H 3.4531 1.6262 1.2359 -0.42 -0.06 -0.22 0.32
H 2.9382 -0.3215 -0.2639 0.23 0.52 -0.21 0.28
H -4.6522 0.4113 -0.4976 0.92 0.34 0.27 0.30
N 2.4664 -1.1276 -0.7016 -0.87 -0.05 0.32 -0.27
H -2.7393 1.9800 1.1664 0.32 0.30 0.21 0.33
C -1.9873 0.7683 -0.4163 2.18 0.09 -0.16 -0.35
```
Forces are in eV/Å.

Computed properties:
- total charge = +2
- spin multiplicity = 1
- gap between HOMO and LUMO (hartree) = 0.355


5.
Here is a cluster of 2 separate species, C5H14N2O2 in total from the OMol25 dataset. Energies are from wB97M-V/def2-TZVPD.

```
23
Properties=species:S:1:pos:R:3:forces:R:3:mulliken_charge:R:1
H -1.4458 1.3762 1.7237 0.08 -0.14 0.00 0.35
H -0.9959 1.9232 -1.0916 -0.17 0.00 0.04 0.32
H 0.2104 1.9715 0.2401 -0.07 -0.14 0.23 0.37
H 1.8066 -2.0303 0.7569 0.00 0.02 -0.02 0.38
H -2.9085 0.5011 -0.8619 0.02 0.04 0.04 0.33
C -2.9029 0.6649 0.2157 0.06 -0.04 -0.05 -1.14
H 0.1008 -1.9033 -1.2740 0.03 -0.01 -0.02 0.30
H -3.7486 1.3036 0.4876 0.06 -0.01 0.01 0.33
C 1.1796 0.0238 0.3404 -0.68 -0.35 0.17 0.99
H 3.1191 -0.8376 0.6262 -0.01 0.01 0.00 0.38
O -0.3698 -0.5643 0.7893 0.74 0.23 -0.18 -0.66
O 1.3436 1.2362 0.7617 -0.26 0.18 -0.13 -0.88
H 1.8351 -1.9719 -1.6505 -0.06 0.04 0.02 0.28
H -3.0211 -0.2939 0.7169 0.01 0.03 0.01 0.29
H -0.2828 -0.7568 1.7314 0.09 -0.01 -0.06 0.25
H 0.7047 -1.2258 -2.7924 0.01 -0.02 0.05 0.32
H 2.0985 -0.8608 2.0656 -0.01 0.01 -0.01 0.38
N 1.0217 -0.0512 -1.0993 -0.06 -0.02 0.07 -0.26
H 1.7442 0.5270 -1.5103 -0.02 -0.03 0.06 0.26
C 0.9261 -1.3594 -1.7316 0.06 0.04 0.07 -0.93
C -1.6367 1.3010 0.6611 0.00 0.55 -0.28 0.32
N -0.8806 2.0343 -0.0909 0.30 -0.48 0.10 -0.46
C 2.1022 -1.0076 0.9860 -0.14 0.09 -0.10 -1.52
```
Forces are in eV/Å.

Computed properties:
- spin multiplicity = 1
- gap between HOMO and LUMO (hartree) = 0.346


6.
Here is a cluster of 2 separate species, C5H14N2O2 in total from the OMol25 dataset. Energies are from wB97M-V/def2-TZVPD.

```
23
Properties=species:S:1:pos:R:3:forces:R:3:mulliken_charge:R:1
H 1.2674 0.3697 0.6833 -1.08 0.67 -2.64 0.08
H -1.5450 -3.4762 -0.0461 0.16 0.46 -0.54 0.31
C -0.5540 -3.0177 -0.0175 5.43 1.30 -0.39 -1.08
C 1.0240 1.2156 -1.4637 3.98 1.45 -1.35 -0.30
H 0.2951 -3.0894 -0.8528 -2.93 -0.78 0.49 0.34
O 1.5842 -0.1905 2.4604 1.23 5.45 5.12 -0.58
H -2.3075 -0.9378 -0.6450 0.60 0.08 0.31 0.38
H 0.1109 -3.5396 0.7201 -1.15 0.30 0.08 0.35
H -0.5825 -1.3587 1.2578 0.25 -0.01 -2.11 0.26
H -1.3866 1.7586 1.4859 0.02 0.35 -0.37 0.28
H 1.2340 -0.7330 1.8945 -2.93 -5.24 -4.92 0.33
O 1.2805 2.2214 -2.1481 -1.46 -1.74 1.93 -0.53
H 2.4440 -0.4616 2.6679 1.86 -0.72 0.43 0.31
C -0.9313 0.7452 -0.2846 -0.47 1.14 -0.51 0.38
C -1.2230 -0.7025 -0.6763 2.19 -0.76 0.02 -1.12
H 1.3397 0.2610 -1.8776 -0.51 -0.72 -0.81 0.33
H -1.2565 1.4666 -1.2123 0.57 -1.49 2.46 0.25
H -0.8311 -1.0022 -1.6873 -0.57 0.69 0.67 0.40
N -0.2950 -1.5085 0.2254 -3.37 -1.84 1.93 -0.27
H -1.8601 0.2814 1.5579 -0.01 -1.24 0.20 0.23
H 0.7271 1.9748 0.5891 -0.30 -0.54 -1.35 0.37
C 0.6743 1.0311 -0.0517 -2.05 1.91 2.29 -0.02
N -1.7773 1.0242 0.9074 0.54 1.30 -0.93 -0.72
```
Forces are in eV/Å.

Computed properties:
- SMILES string = CNC[C@@H](N)CC=O.O
- spin multiplicity = 1
- gap between HOMO and LUMO (hartree) = 0.358


7.
Here is a cluster of 2 separate species, C5H14N2O2 in total from the OMol25 dataset. Energies are from wB97M-V/def2-TZVPD.

```
23
Properties=species:S:1:pos:R:3:forces:R:3:mulliken_charge:R:1
H 1.7636 1.4289 -0.5420 0.01 0.00 0.01 0.26
H 3.5560 -0.0894 -1.1407 -0.11 0.01 0.02 0.38
O 0.3362 0.4336 0.6833 -0.03 -0.04 -0.26 -0.35
C 0.0603 1.5002 1.5946 -0.01 -0.16 -0.16 -0.92
N -0.2079 -1.1772 -0.8569 0.12 0.25 0.11 -1.03
H 0.9574 0.4870 -1.8627 -0.02 -0.02 -0.01 0.36
H -0.7919 -1.9134 1.5755 -0.03 0.02 -0.07 0.26
C 1.5237 0.4541 -0.9488 -0.26 -0.08 0.33 -0.01
H -2.2925 -1.4370 1.1126 0.04 0.02 -0.02 0.28
H -0.3949 2.3595 1.0920 0.02 -0.04 0.01 0.30
H 2.4161 -1.4363 -1.4228 -0.02 0.05 0.02 0.32
C 2.6099 -0.5504 -0.8229 -0.01 -0.07 0.02 -1.12
C -0.8175 -0.4547 0.1477 0.02 -0.03 -0.04 1.16
H -1.3724 1.2006 -1.1086 -0.01 -0.03 -0.01 0.31
N -1.3574 -1.1084 1.3285 0.13 0.13 -0.08 -0.66
H -2.4332 1.0113 0.3069 0.00 -0.01 0.01 0.38
H 0.2543 -1.9926 -0.4580 -0.06 0.00 0.03 0.15
C -1.8801 0.4726 -0.4630 0.04 -0.15 0.03 -0.83
H 2.7432 -0.8479 0.2188 -0.02 0.03 -0.04 0.31
H -0.6153 1.1190 2.3642 0.03 0.02 -0.05 0.37
H -2.2486 -0.9511 -1.6639 -0.02 0.04 0.06 0.36
O -2.8100 -0.3102 -1.1918 0.23 0.08 0.08 -0.56
H 1.0008 1.8018 2.0578 -0.04 -0.01 -0.02 0.29
```
Forces are in eV/Å.

Computed properties:
- spin multiplicity = 1
- gap between HOMO and LUMO (spin up / spin down) (hartree) = 0.299 / 0.299


8.
Here is a cluster of 2 separate species, C5H14N2O2 in total from the OMol25 dataset. Energies are from wB97M-V/def2-TZVPD.

```
23
Properties=species:S:1:pos:R:3:forces:R:3:mulliken_charge:R:1
H 0.3671 -0.8686 -3.2194 -0.02 0.02 -0.04 0.40
H -2.2286 -1.5619 1.1967 -0.03 0.08 -0.07 0.25
H -2.3564 -1.9422 -0.5382 -0.08 -0.08 0.06 0.29
H -0.0208 0.0263 1.8958 1.49 1.41 0.33 0.18
H 0.1610 -2.2579 -2.1380 -0.07 -0.10 -0.02 0.32
N -0.3436 0.9547 -1.3429 -0.51 0.51 -0.44 -0.62
N 0.3937 2.0955 1.6133 -0.01 0.13 -0.08 -0.46
H 1.7666 -0.3054 -0.1107 -0.06 0.26 0.13 0.34
H -1.2440 -1.2433 -2.5698 -0.11 -0.06 -0.08 0.35
H 2.3570 -0.6029 2.1307 -0.03 -0.18 0.06 0.41
H 1.1135 2.8062 1.6404 -0.16 -0.05 0.12 0.17
C -0.1787 -1.2504 -2.3603 0.03 0.22 0.55 -1.48
C -2.0360 -1.1884 0.1893 0.36 0.35 -1.10 -0.81
H -2.6209 -0.2766 0.0091 -0.19 -0.02 0.12 0.33
C 0.1461 -0.3586 -1.1668 -2.63 -0.10 -0.44 0.86
C 0.8213 0.8081 1.9018 -1.14 -1.23 0.05 0.36
H -0.4695 2.3776 2.0524 0.09 0.01 -0.07 0.22
O 1.5089 -0.3258 -1.0459 -0.11 -0.92 1.29 -0.48
H 2.9123 1.1172 1.7935 0.06 0.17 0.18 0.30
O -0.6613 -0.9260 0.1110 2.83 -0.31 -0.38 -0.35
H -1.3527 0.9407 -1.4651 0.18 0.06 -0.04 0.26
H -0.1328 1.5521 -0.5495 0.14 -0.11 0.05 0.36
C 2.0978 0.4295 1.9726 -0.04 -0.06 -0.19 -1.20
```
Forces are in eV/Å.

Computed properties:
- SMILES string = CO[C@@](C)(N)O.C=CN
- spin multiplicity = 1
- gap between HOMO and LUMO (hartree) = 0.351


9.
Here is a cluster of 2 separate species, C5H14N2O4Si in total from the OMol25 dataset. Energies are from wB97M-V/def2-TZVPD.

```
26
Properties=species:S:1:pos:R:3:forces:R:3:mulliken_charge:R:1
C 1.4529 2.3881 -0.8588 0.27 -2.55 3.71 -0.51
H -0.3408 2.5878 1.7109 -0.84 -0.02 0.40 0.24
H -0.7081 -0.6849 -2.7502 0.47 -0.08 0.32 0.26
H 1.5035 3.0114 -1.6566 -1.04 1.50 -2.91 0.29
H -1.9479 -1.6299 -2.1142 -0.82 -0.90 -0.22 0.36
H -0.3566 -3.1314 -3.4638 -0.15 0.05 -0.07 0.38
H -0.0907 -3.5481 -1.8222 0.29 -1.25 1.40 0.34
H -1.4396 1.8203 3.0402 1.06 0.37 -0.93 0.33
H -1.5570 -1.4356 1.8448 -0.41 -0.29 -0.33 0.28
C -1.3337 -0.4857 2.2846 0.42 2.75 3.03 -1.03
H -2.1269 0.0004 2.9731 0.54 -1.72 -1.19 0.35
H 0.9227 -2.3532 -2.6717 2.57 0.32 0.06 0.34
H 1.1109 2.9697 0.0311 1.02 -0.25 -0.60 0.16
H 2.5053 2.0006 -0.8382 -0.91 0.13 0.82 0.26
Si 0.0580 0.0617 0.0494 0.49 2.00 1.20 0.32
O 0.5181 1.2749 -0.9235 0.15 0.36 -0.89 -0.24
N 2.4223 -0.4266 0.7466 -3.65 -0.17 -1.13 0.55
O 2.7097 -0.1421 1.8803 0.77 0.13 0.45 -0.53
C -0.8874 -1.5381 -2.0819 0.84 -0.02 0.13 -0.22
C -0.0018 -2.7660 -2.4995 -3.37 2.10 -0.93 -1.18
H -2.1524 2.2240 1.5537 -0.52 1.27 -0.56 0.35
H -0.4601 -0.5585 3.0032 -0.80 -0.55 -0.62 0.33
O -0.6870 -1.1619 -0.6844 0.85 0.00 -0.20 -0.26
C -1.2029 1.9326 1.9406 0.30 -0.65 0.82 -0.92
O 3.1014 -1.0278 -0.0598 0.50 0.18 0.25 -0.53
N -1.0119 0.6181 1.3660 1.97 -2.71 -2.03 0.27
```
Forces are in eV/Å.

Computed properties:
- spin multiplicity = 1
- gap between HOMO and LUMO (hartree) = 0.324


10.
Here is a cluster of 2 separate species, C5H14N2O4Si in total from the OMol25 dataset. Energies are from wB97M-V/def2-TZVPD.

```
26
Properties=species:S:1:pos:R:3:forces:R:3:mulliken_spin:R:1
Si -0.3430 -0.2024 -0.0965 0.49 0.87 -0.85 0.47
H -2.8746 1.1806 -0.5215 -0.15 0.00 -0.12 0.00
H -0.0049 2.7580 1.2910 0.08 0.09 0.05 0.00
C 0.8341 -2.4540 0.9624 0.31 -0.43 0.05 0.00
C -0.4969 1.8671 1.6880 0.04 -0.06 -0.08 0.01
C -1.4250 -0.4307 -2.6247 -0.15 0.11 -0.36 0.05
H 2.6286 -1.5566 0.1686 0.02 -0.13 0.07 0.00
H -2.2121 0.3126 -2.4902 -0.04 -0.04 -0.10 0.00
H -0.6104 0.0240 -3.1888 0.05 0.00 -0.06 -0.04
O 3.0153 0.2700 -1.0193 -0.95 -0.69 -0.78 0.39
H -1.8222 -1.2833 -3.1763 0.01 0.14 -0.07 0.00
H 0.5986 -3.0129 0.0522 -0.03 -0.04 0.07 0.00
H 2.5519 -1.5927 1.9320 0.04 0.02 0.10 0.00
H 0.5255 -3.0438 1.8316 0.03 -0.03 -0.19 0.00
H -2.7134 2.4604 0.6728 -0.11 0.05 0.06 0.00
O 0.0524 -1.2785 1.0069 -0.07 -0.02 0.90 0.04
C 2.3190 -2.1499 1.0272 -0.23 0.02 -0.06 0.02
H 0.2457 1.2475 2.1789 0.13 -0.02 0.17 0.00
H -1.2487 2.1700 2.4188 0.04 0.02 0.10 0.00
H 2.8793 -3.0825 1.0351 0.08 -0.07 0.02 0.00
C -2.1697 1.8618 -0.0548 0.03 -0.09 -0.18 0.01
O -0.9676 -0.9125 -1.3911 -0.86 -0.73 0.13 0.05
N 2.0675 0.9904 -0.7523 2.90 1.24 1.63 0.50
H -1.7632 2.5363 -0.8119 -0.01 0.14 -0.08 -0.01
N -1.1369 1.1120 0.6281 -0.29 -0.24 0.13 0.12
O 2.0707 2.2089 -0.7663 -1.36 -0.10 -0.54 0.39
```
Forces are in eV/Å.

Computed properties:
- spin multiplicity = 3
- gap between HOMO and LUMO (spin up / spin down) (hartree) = 0.202 / 0.274


We obtain calculated total energy values of -10438.3218, -10437.0453, -10435.1452, -10422.1598, -12485.7636, -12483.5714, -12483.0276, -12485.7438, -24457.3678, -24455.9078 eV for the records listed above, in that order.
We obtain ΔE to the lowest compared entry with this formula, charge and spin values of 2.706, 3.983, 0.000, 0.861, 2.564, 4.757, 5.300, 2.584, 2.236, 0.000 eV for the records listed above, in that order.